Record 1
14
Properties=species:S:1:pos:R:3 method="wB97M-V/def2-TZVPD" e_above_lowest_kj_mol=274.0 total_charge=0 smiles="C1=COCCO1.[H][H]" e_homo_ev=-8.35 fmax_ev_per_a=0.3 total_energy_ev=-8370.4419
O -0.57 1.15 -0.16
O 0.57 -1.14 1.11
C 0.81 1.06 0.14
C -1.30 0.22 0.53
C -0.77 -0.84 1.14
C 1.25 -0.40 0.11
H -1.36 -1.54 1.71
H 1.00 1.48 1.14
H 1.05 -0.83 -0.88
H -0.97 -0.05 -2.34
H 2.32 -0.50 0.33
H 1.35 1.65 -0.61
H -1.01 -0.68 -2.74
H -2.37 0.42 0.53

Record 2
13
Properties=species:S:1:pos:R:3 method="wB97M-V/def2-TZVPD" e_above_lowest_kj_mol=653.2 total_charge=0 e_homo_ev="-8.98 / -8.98" fmax_ev_per_a=0.6 total_energy_ev=-9266.7314
O 1.73 -0.48 0.55
N -1.58 -0.88 0.93
N -0.21 0.58 -0.12
C -0.42 -1.37 1.32
C 0.44 -0.37 0.51
C -1.50 0.47 0.31
C 2.48 0.47 -0.23
H -3.08 0.50 -1.38
H -2.46 -1.19 1.32
H -3.38 0.19 -1.99
H 2.26 1.48 0.13
H 3.53 0.22 -0.07
H 2.20 0.40 -1.28